Arrangement 1

{"formula": "C4H7N4", "method": "ωB97M-V with the def2-TZVPD basis set", "spin_multiplicity": 1, "gap_ev": [8.2746, 8.2758], "homo_energy_ev": [-13.89, -13.89], "total_charge": 1, "symbols": ["C", "C", "C", "C", "N", "N", "N", "N", "H", "H", "H", "H", "H", "H", "H"], "coordinates": [[2.243, 0.103, -1.106], [0.888, -0.007, -0.804], [-1.384, 0.285, -1.002], [-0.463, -0.465, 1.221], [2.867, 0.120, 0.029], [2.029, -0.061, 1.059], [0.759, -0.146, 0.561], [-1.594, 0.088, 0.456], [2.657, 0.284, -2.154], [-1.037, 1.269, -1.360], [-1.570, -0.564, -1.661], [-0.684, -1.602, 1.356], [-0.428, 0.063, 2.177], [-1.776, 1.023, 0.626], [-2.508, -0.392, 0.601]], "mulliken_charge": [-0.30, 0.15, -0.73, -0.38, -0.27, -0.60, 0.62, -0.05, 0.35, 0.41, 0.40, 0.30, 0.39, 0.36, 0.37]}



Arrangement 2

{"formula": "C4H7N4", "method": "ωB97M-V with the def2-TZVPD basis set", "spin_multiplicity": 1, "gap_ev": 9.0412, "homo_energy_ev": -13.12, "total_charge": 1, "symbols": ["C", "C", "C", "C", "N", "N", "N", "N", "H", "H", "H", "H", "H", "H", "H"], "coordinates": [[2.031, -0.433, 0.510], [-0.143, -1.531, -0.159], [-1.587, 1.419, 0.155], [0.766, -0.862, 0.784], [2.955, 0.112, 0.003], [0.222, -1.721, -1.422], [-1.432, 0.318, -0.081], [-2.036, 2.573, 0.668], [-1.092, -2.001, 0.242], [0.522, -0.685, 1.822], [-0.644, -1.924, -2.021], [1.093, -1.348, -1.720], [3.881, 0.145, 0.189], [-1.551, 3.416, 0.354], [-2.983, 2.522, 0.677]], "mulliken_charge": [0.43, 0.32, 0.21, -0.80, -0.27, -0.33, -0.25, -0.42, 0.33, 0.43, 0.31, 0.23, 0.30, 0.28, 0.25]}



Arrangement 3

{"formula": "C4H7N4", "method": "ωB97M-V with the def2-TZVPD basis set", "spin_multiplicity": 1, "gap_ev": 9.4737, "smiles": "[H]/N=c1/cc1[NH+]=C(N)N", "homo_energy_ev": -13.03, "total_charge": 1, "symbols": ["H", "N", "C", "C", "C", "N", "C", "N", "N", "H", "H", "H", "H", "H", "H"], "coordinates": [[-0.620, 2.357, -1.892], [0.380, 2.567, -1.974], [1.165, 1.855, -1.308], [2.478, 1.464, -0.834], [1.431, 0.806, -0.359], [1.000, -0.289, 0.588], [-0.328, -0.578, 0.416], [-1.044, -0.989, 1.404], [-0.926, -0.583, -0.766], [3.566, 1.670, -0.683], [1.422, -0.271, 1.528], [-2.048, -1.327, 1.232], [-0.717, -0.900, 2.279], [-1.788, -0.985, -0.930], [-0.247, -0.613, -1.468]], "mulliken_charge": [0.25, -0.70, 0.42, -0.41, 0.07, -0.24, 0.79, -0.35, -0.36, 0.34, 0.32, 0.25, 0.17, 0.21, 0.24]}



Relative energies, hartree: arrangement 1 0.1476; arrangement 2 0.0000; arrangement 3 0.0100.



Arrangement 1

{"formula": "C3H10S", "method": "ωB97M-V with the def2-TZVPD basis set", "spin_multiplicity": 1, "gap_ev": 10.0332, "smiles": "CC.CS", "homo_energy_ev": -9.04, "symbols": ["C", "C", "H", "H", "H", "H", "H", "H", "C", "S", "H", "H", "H", "H"], "coordinates": [[0.044, 0.839, -1.502], [1.295, -0.014, -1.288], [-0.148, 1.592, -0.740], [0.013, 1.350, -2.460], [-0.884, 0.256, -1.507], [1.686, -0.355, -2.244], [1.036, -0.911, -0.730], [2.050, 0.563, -0.770], [-1.210, -0.262, 1.711], [0.145, -0.754, 2.799], [-0.971, 0.716, 1.311], [-2.100, -0.217, 2.314], [-1.444, -0.895, 0.864], [0.487, -1.911, 2.243]], "mulliken_charge": [-0.88, -0.69, 0.24, 0.34, 0.26, 0.31, 0.18, 0.25, -0.67, -0.20, 0.14, 0.35, 0.27, 0.10]}



Arrangement 2

{"formula": "C3H10S", "method": "ωB97M-V with the def2-TZVPD basis set", "spin_multiplicity": 1, "gap_ev": 9.2868, "smiles": "CSC.C", "homo_energy_ev": -8.50, "symbols": ["C", "S", "C", "H", "H", "H", "H", "H", "H", "C", "H", "H", "H", "H"], "coordinates": [[-0.748, -2.182, -1.167], [-2.287, -1.713, -2.168], [-2.462, 0.148, -1.827], [-1.115, -1.969, -0.164], [-0.216, -3.268, -1.376], [0.045, -1.475, -1.241], [-1.471, 0.549, -1.812], [-3.031, 0.253, -0.927], [-3.143, 0.666, -2.505], [2.902, 1.841, 2.627], [3.379, 2.766, 2.481], [2.058, 1.690, 3.421], [2.481, 1.627, 1.628], [3.608, 1.069, 3.031]], "mulliken_charge": [-0.79, -0.08, -0.79, 0.29, 0.26, 0.29, 0.24, 0.29, 0.30, -0.87, 0.24, 0.20, 0.20, 0.22]}



Arrangement 3

{"formula": "C3H10S", "method": "ωB97M-V with the def2-TZVPD basis set", "spin_multiplicity": 1, "gap_ev": 10.0196, "smiles": "CC.CS", "homo_energy_ev": -9.07, "symbols": ["C", "C", "H", "H", "H", "H", "H", "H", "C", "S", "H", "H", "H", "H"], "coordinates": [[1.013, -0.533, -1.206], [0.387, -0.206, -2.551], [0.330, -1.128, -0.590], [1.918, -1.123, -1.301], [1.229, 0.369, -0.629], [0.638, -0.940, -3.312], [0.701, 0.761, -2.950], [-0.705, -0.190, -2.500], [-0.453, 0.393, 2.658], [-1.833, 1.487, 2.269], [-0.485, -0.511, 2.066], [-0.435, 0.105, 3.710], [0.443, 0.945, 2.387], [-2.749, 0.572, 1.948]], "mulliken_charge": [-0.68, -0.86, 0.18, 0.32, 0.22, 0.27, 0.27, 0.27, -0.67, -0.19, 0.21, 0.33, 0.22, 0.10]}



Relative energies, hartree: arrangement 1 0.0033; arrangement 2 0.0424; arrangement 3 0.0000.



Arrangement 1

{"formula": "C4H8NO3", "method": "ωB97M-V with the def2-TZVPD basis set", "spin_multiplicity": 1, "gap_ev": 8.1206, "homo_energy_ev": -4.54, "total_charge": -1, "symbols": ["C", "C", "C", "O", "N", "C", "O", "O", "H", "H", "H", "H", "H", "H", "H", "H"], "coordinates": [[0.698, -0.031, 0.700], [-0.232, -0.180, -0.503], [-1.592, -0.572, -0.083], [-2.532, -1.055, -0.862], [1.922, 0.666, 0.373], [2.992, -0.157, -0.256], [3.795, 0.478, -0.998], [2.962, -1.379, 0.035], [0.174, 0.600, 1.491], [1.001, -0.978, 1.166], [-1.305, 0.553, -0.551], [0.115, -0.630, -1.466], [-4.049, 0.652, -0.170], [-1.761, -0.561, 1.052], [-3.953, 1.137, 0.335], [1.764, 1.457, -0.262]], "mulliken_charge": [-0.42, -0.30, 0.03, -0.64, -0.42, 0.59, -0.76, -0.72, 0.30, 0.32, 0.09, 0.35, -0.09, 0.32, 0.08, 0.26]}



Arrangement 2

{"formula": "C4H8NO3", "method": "ωB97M-V with the def2-TZVPD basis set", "spin_multiplicity": 1, "gap_ev": 8.2084, "homo_energy_ev": -4.49, "total_charge": -1, "symbols": ["C", "C", "O", "N", "H", "H", "H", "H", "H", "C", "C", "O", "O", "H", "H", "H"], "coordinates": [[2.569, -1.043, -0.618], [1.621, -1.888, 0.303], [2.035, -2.901, 0.720], [0.263, -1.518, 0.405], [-0.194, -2.033, 1.156], [-0.129, -0.630, 0.162], [2.902, -0.222, -0.061], [2.037, -0.700, -1.456], [3.577, -1.459, -0.855], [-1.245, 2.900, 0.464], [-1.749, 1.665, -0.276], [-2.940, 1.640, -0.671], [-0.812, 0.847, -0.451], [-1.714, 3.715, 0.187], [-0.166, 2.778, 0.524], [-1.595, 2.678, 1.485]], "mulliken_charge": [-0.93, 0.46, -0.59, -0.32, 0.19, 0.39, 0.29, 0.28, 0.31, -0.95, 0.55, -0.73, -0.80, 0.38, 0.27, 0.19]}



Relative energies, hartree: arrangement 1 0.1320; arrangement 2 0.0000.



Arrangement 1

{"formula": "C4H8NO3", "method": "ωB97M-V with the def2-TZVPD basis set", "spin_multiplicity": 1, "gap_ev": 8.4652, "homo_energy_ev": -4.47, "total_charge": -1, "symbols": ["C", "C", "O", "N", "H", "H", "H", "H", "H", "C", "C", "O", "O", "H", "H", "H"], "coordinates": [[1.264, 1.307, -1.159], [1.763, 1.710, 0.164], [2.946, 2.010, 0.339], [0.962, 1.376, 1.229], [0.199, 1.382, -1.340], [1.605, 0.295, -1.404], [1.212, 1.478, 2.192], [0.036, 1.004, 0.991], [1.795, 1.836, -1.960], [-1.894, -2.285, 0.520], [-1.377, -1.081, -0.329], [-1.359, 0.046, 0.224], [-1.038, -1.383, -1.495], [-2.640, -2.864, -0.022], [-2.371, -1.811, 1.382], [-1.105, -3.021, 0.669]], "mulliken_charge": [-0.91, 0.56, -0.69, -0.29, 0.34, 0.23, 0.17, 0.34, 0.33, -0.93, 0.65, -0.86, -0.71, 0.27, 0.27, 0.22]}



Arrangement 2

{"formula": "C4H8NO3", "method": "ωB97M-V with the def2-TZVPD basis set", "spin_multiplicity": 1, "gap_ev": 8.9139, "homo_energy_ev": -4.85, "total_charge": -1, "symbols": ["O", "C", "O", "C", "H", "H", "H", "C", "N", "C", "O", "H", "H", "H", "H", "H"], "coordinates": [[-1.188, 0.287, -0.915], [-0.291, -0.315, -1.570], [0.839, -0.676, -1.127], [-0.606, -0.631, -3.044], [0.102, -1.375, -3.447], [-1.650, -1.056, -3.127], [-0.585, 0.280, -3.680], [-0.458, 1.283, 2.454], [-0.031, 0.442, 1.473], [1.200, -0.328, 1.644], [0.095, 1.443, 3.544], [-1.419, 1.842, 2.156], [-0.503, 0.392, 0.565], [1.983, 0.082, 1.018], [1.028, -1.387, 1.358], [1.484, -0.284, 2.697]], "mulliken_charge": [-0.86, 0.71, -0.73, -0.95, 0.28, 0.24, 0.21, 0.05, 0.06, -0.77, -0.66, 0.25, 0.36, 0.23, 0.23, 0.34]}



Relative energies, hartree: arrangement 1 0.0000; arrangement 2 0.0049.



Arrangement 1

{"formula": "C4H8NO3", "method": "ωB97M-V with the def2-TZVPD basis set", "spin_multiplicity": 1, "gap_ev": 6.7646, "smiles": "O=C(CCO)NC[O-]", "homo_energy_ev": -3.06, "total_charge": -1, "symbols": ["O", "C", "C", "C", "O", "N", "C", "O", "H", "H", "H", "H", "H", "H", "H", "H"], "coordinates": [[0.187, -0.495, -1.508], [-0.025, -0.486, -0.262], [1.013, -0.404, 0.912], [1.813, 0.735, 0.537], [2.876, 0.116, -0.317], [-1.291, -0.337, 0.064], [-2.584, -0.040, -0.814], [-3.322, 0.814, -0.118], [0.520, -0.316, 1.983], [1.568, -1.461, 0.915], [1.279, 1.607, -0.042], [2.395, 1.220, 1.343], [2.370, -0.198, -1.181], [-1.499, 0.032, 1.077], [-2.987, -1.088, -0.837], [-2.316, 0.301, -1.753]], "mulliken_charge": [-0.75, 0.51, -0.31, -0.38, -0.59, -0.22, -0.33, -0.88, 0.28, 0.20, 0.21, 0.27, 0.36, 0.23, 0.15, 0.25]}



Arrangement 2

{"formula": "C4H8NO3", "method": "ωB97M-V with the def2-TZVPD basis set", "spin_multiplicity": 1, "gap_ev": 8.1970, "homo_energy_ev": -4.29, "total_charge": -1, "symbols": ["C", "C", "O", "O", "H", "H", "H", "C", "C", "O", "N", "H", "H", "H", "H", "H"], "coordinates": [[-2.286, -0.564, -2.099], [-1.722, 0.235, -0.907], [-0.478, 0.407, -0.959], [-2.443, 0.695, 0.022], [-1.663, -1.451, -2.312], [-2.011, 0.021, -2.970], [-3.259, -1.038, -1.982], [0.768, 0.960, 1.581], [1.845, -0.090, 1.700], [2.052, -0.712, 2.720], [2.628, -0.342, 0.578], [0.473, 0.986, 0.500], [0.924, 1.887, 2.097], [2.917, -1.313, 0.508], [2.374, -0.077, -0.370], [-0.119, 0.397, 1.893]], "mulliken_charge": [-1.01, 0.66, -0.78, -0.74, 0.27, 0.24, 0.30, -0.59, 0.51, -0.64, -0.51, 0.20, 0.34, 0.22, 0.32, 0.20]}



Relative energies, hartree: arrangement 1 0.1030; arrangement 2 0.0000.



Arrangement 1

{"formula": "HNO2S2", "method": "ωB97M-V with the def2-TZVPD basis set", "spin_multiplicity": 1, "gap_ev": [7.5409, 7.2911], "homo_energy_ev": [-9.94, -9.83], "symbols": ["N", "O", "O", "S", "S", "H"], "coordinates": [[-0.394, 0.389, 0.342], [2.021, 1.255, 0.074], [1.507, -1.262, -0.331], [-1.606, -0.660, 0.351], [1.036, 0.093, -0.312], [-2.564, 0.187, -0.124]], "mulliken_charge": [-0.15, -0.45, -0.43, -0.01, 0.86, 0.18]}



Arrangement 2

{"formula": "HNO2S2", "method": "ωB97M-V with the def2-TZVPD basis set", "spin_multiplicity": 1, "gap_ev": [7.6143, 7.1922], "homo_energy_ev": [-9.40, -8.91], "symbols": ["N", "O", "O", "S", "S", "H"], "coordinates": [[-2.772, 0.286, -0.114], [-1.809, 0.923, -0.435], [-3.868, 0.559, 0.138], [0.032, -0.866, -0.969], [-0.981, -2.005, 0.251], [0.615, 0.226, -0.054]], "mulliken_charge": [0.74, -0.35, -0.42, -0.06, -0.11, 0.21]}



Relative energies, hartree: arrangement 1 0.0000; arrangement 2 0.0492.